1.
C37H46BrNO2PPtS2 | ωB97M-V/def2-TZVPD

Geometry as XYZ:
```
91
Properties=species:S:1:pos:R:3:forces:R:3
Pt -0.63247 0.38543 -0.38115 2.855 2.742 -2.563
N 1.52893 1.05763 -1.43925 -1.392 -0.827 0.201
C 2.35193 2.12533 -1.02305 0.410 0.673 0.331
C 3.72393 1.91303 -0.87615 -0.321 -0.090 -0.109
C 4.57753 2.95573 -0.56905 -0.179 0.020 0.010
C 4.06623 4.22863 -0.37075 -0.054 0.073 0.051
C 2.70233 4.44223 -0.44725 0.105 -0.052 -0.075
C 1.82863 3.40433 -0.77205 -0.358 -0.250 -0.031
P 0.06573 3.84443 -0.79995 1.200 1.919 -0.345
C -0.31607 4.86523 0.66145 -0.276 -0.646 -0.223
C -0.95787 4.25643 1.73675 0.064 -0.176 -0.035
C -1.30237 5.00603 2.84745 -0.022 0.008 0.065
C -1.00907 6.36053 2.88735 -0.032 -0.013 -0.035
C -0.38637 6.97163 1.80945 0.034 0.004 0.036
C -0.04497 6.23133 0.69095 0.120 -0.038 -0.223
C -0.29967 4.83693 -2.26575 -0.019 -0.535 0.283
C 0.43583 4.67333 -3.43685 0.123 -0.015 0.148
C -0.01577 5.25343 -4.60845 0.001 0.010 -0.126
C -1.20127 5.97413 -4.61695 0.015 -0.088 0.093
C -1.92357 6.14813 -3.44515 -0.029 0.018 0.007
C -1.48347 5.57233 -2.26865 0.066 0.092 0.179
H 2.05623 0.19073 -1.52965 -0.238 0.077 -0.054
H 1.04563 1.26293 -2.31205 0.264 -0.202 0.020
H 4.12503 0.92353 -1.04625 0.021 -0.101 -0.048
H 5.63983 2.77693 -0.50555 0.076 -0.020 0.043
H 4.72783 5.04793 -0.14785 0.080 0.141 0.053
H 2.30483 5.42913 -0.26425 0.045 0.094 0.044
H -1.20357 3.20113 1.68695 -0.054 0.095 0.104
H -1.82117 4.54583 3.67535 -0.009 -0.080 0.048
H -1.28797 6.94973 3.74865 -0.008 0.017 0.052
H -0.18197 8.03103 1.84085 0.035 0.067 -0.060
H 0.40493 6.71993 -0.16205 0.020 0.071 -0.055
H 1.36313 4.11563 -3.42225 0.056 -0.051 -0.059
H 0.54643 5.13773 -5.52235 0.075 -0.024 -0.047
H -1.57187 6.39083 -5.54015 0.020 0.105 -0.089
H -2.83547 6.72353 -3.45025 -0.097 0.058 -0.004
H -2.03867 5.69753 -1.34865 -0.107 0.016 -0.058
C -2.43157 -7.30517 -1.85685 -0.053 0.233 0.075
C -2.79157 -6.44837 -0.62815 -0.034 -0.468 0.090
C -4.30847 -6.25237 -0.58925 0.218 0.045 -0.039
C -2.35957 -7.21177 0.64315 -0.062 0.233 -0.139
C -2.03197 -5.15077 -0.68175 0.005 0.255 -0.009
C -2.67957 -3.90707 -0.60965 -0.019 0.664 0.022
C -1.95587 -2.74837 -0.64805 -0.565 0.163 0.020
Br -2.88407 -1.08097 -0.57505 -0.080 -0.093 -0.040
C -0.53167 -2.69807 -0.79495 -0.126 -0.462 0.028
O 0.11563 -1.62307 -0.90815 -0.704 0.202 0.426
C 0.13293 -3.99157 -0.81495 0.059 -0.246 0.017
C -0.62787 -5.13347 -0.77265 0.433 0.095 -0.031
C 1.64613 -4.00067 -0.83175 0.297 -0.001 -0.004
C 2.14383 -3.36777 -2.14185 -0.085 -0.031 0.072
C 2.15743 -3.20397 0.38215 -0.126 0.063 -0.073
C 2.22563 -5.41267 -0.73715 -0.163 0.196 -0.065
H -3.00517 -8.22727 -1.82485 -0.050 -0.095 -0.005
H -1.37817 -7.56757 -1.87725 0.133 -0.032 -0.019
H -2.67767 -6.77757 -2.77495 -0.023 0.003 -0.155
H -4.79607 -7.22277 -0.56015 -0.017 -0.087 -0.002
H -4.66257 -5.73287 -1.47705 -0.096 0.069 -0.087
H -4.62167 -5.70507 0.29705 -0.065 0.070 0.091
H -2.89777 -8.15407 0.68835 -0.055 -0.112 0.014
H -2.59707 -6.63527 1.53385 -0.007 0.022 0.147
H -1.29547 -7.42807 0.63895 0.135 -0.043 0.029
H -3.75157 -3.84617 -0.52885 -0.124 -0.041 0.016
H -0.11927 -6.08207 -0.79855 0.076 -0.105 0.020
H 1.71963 -2.38047 -2.29725 0.045 0.043 -0.058
H 1.86953 -3.99557 -2.98575 0.013 -0.047 -0.147
H 3.22683 -3.28417 -2.11325 0.157 -0.030 -0.028
H 1.79593 -2.17887 0.35945 0.102 -0.008 0.112
H 3.24343 -3.19317 0.38205 0.168 -0.061 0.002
H 1.81783 -3.67147 1.30415 0.009 -0.017 0.142
H 1.92113 -6.01967 -1.58545 -0.010 -0.159 -0.085
H 1.92723 -5.90257 0.18615 -0.026 -0.119 0.101
H 3.31043 -5.35127 -0.74765 0.103 -0.002 0.001
S -2.63037 2.59353 -0.99865 2.762 0.331 -0.138
C -0.95047 2.42163 -0.84095 -4.685 -3.620 1.709
C -1.18337 1.11013 5.24725 -0.034 0.004 0.163
C -0.62507 0.01133 4.36875 0.125 0.500 -0.584
S -0.53717 0.68223 2.65525 0.584 0.053 1.178
O -0.39657 -0.52147 1.75575 -0.205 -0.482 -0.452
C 1.16523 1.38873 2.65515 -0.476 -0.191 0.095
C 2.24003 0.33153 2.82035 -0.067 -0.076 -0.009
H -1.29397 0.75443 6.26865 0.007 0.012 0.061
H -2.15997 1.43053 4.89145 -0.094 0.030 0.026
H -0.52317 1.97373 5.26475 0.068 0.138 0.069
H -1.28487 -0.85147 4.32165 -0.033 -0.038 -0.189
H 0.36903 -0.30757 4.66695 0.040 -0.117 0.003
H 1.18873 2.15443 3.42725 0.013 0.169 0.020
H 1.23863 1.86973 1.67465 -0.077 0.076 0.071
H 2.39863 0.06733 3.86315 0.021 -0.011 0.020
H 3.18223 0.70223 2.42365 0.082 0.057 0.013
H 1.97263 -0.56897 2.26715 0.016 -0.025 -0.021
```
Forces are in eV/Å.

Results
M in g/mol: 906.870
Relative energy (zero: lowest compared OMol25 entry of this formula, charge and spin) in eV: 2.609
Lowest unoccupied orbital energy (alpha / beta) in eV: -6.824 / -7.257
Charge: +2
Spin multiplicity: 2
Expectation value of S²: 0.906



2.
C5H11ClF3O3OsRuS | ωB97M-V/def2-TZVPD

Geometry as XYZ:
```
26
Properties=species:S:1:pos:R:3:forces:R:3
Ru 0.54977 0.14330 -3.37198 -0.317 -1.190 -2.009
Cl 2.05613 1.04986 -1.68160 2.170 1.706 -0.692
C -0.52181 0.06510 -5.09825 -1.136 0.751 -1.472
C 2.08204 -0.44652 -4.57346 2.622 -1.311 -1.759
H -0.08040 -0.58601 -5.87457 -0.497 0.416 0.548
H -1.55292 -0.22615 -4.83130 0.251 0.105 -0.138
H -0.49818 1.12247 -5.42279 -0.237 -0.334 -0.217
H 1.76406 -0.94550 -5.50936 0.346 0.269 0.685
H 2.75638 -1.10963 -3.99483 -0.258 0.285 -0.118
H 2.63696 0.47790 -4.82195 -0.269 -0.196 0.148
Os 0.01867 0.24086 -0.90952 -1.753 2.705 3.838
C -1.72167 1.22993 -0.45672 -0.601 0.297 -0.356
C -0.22988 -1.44842 -0.27466 -0.047 -4.109 -0.046
H -2.46208 0.99889 -1.23543 -0.078 0.078 0.255
H -2.13620 1.04681 0.56324 0.477 0.083 -0.851
H -1.37346 2.26760 -0.58638 -0.495 -0.072 0.297
H 0.19378 -1.92650 0.61162 -0.179 0.296 0.002
H -0.80566 -2.11993 -0.93680 -0.374 0.198 0.685
F 0.69894 1.58837 4.64652 0.536 0.583 -1.261
C 1.12619 1.95570 3.40511 0.181 0.437 0.360
F 0.64003 3.19467 3.11182 0.269 -1.381 0.248
F 2.47431 2.04874 3.42053 -1.070 -0.213 -0.069
S 0.49155 0.59642 2.24797 -0.320 -0.151 1.125
O 1.37492 -0.52177 2.47671 -0.577 0.730 -0.226
O -0.89480 0.51305 2.64664 0.811 -0.118 -0.459
O 0.63593 1.16019 0.84376 0.545 0.136 1.480
```
Forces are in eV/Å.

Results
M in g/mol: 534.954
Relative energy (zero: lowest compared OMol25 entry of this formula, charge and spin) in eV: 1.921
Lowest unoccupied orbital energy (alpha / beta) in eV: -0.182 / -4.145
Charge: 0
Spin multiplicity: 10
Expectation value of S²: 24.779



3.
C5H7ClN2 | ωB97M-V/def2-TZVPD

Geometry as XYZ:
```
15
Properties=species:S:1:pos:R:3:forces:R:3
H -1.48310 1.72102 2.84156 0.729 -2.268 -1.206
N -1.49566 0.69006 2.47385 2.285 0.596 -4.603
C -0.71706 0.42304 1.30850 -1.379 -0.009 4.506
N 0.32843 1.20475 0.81672 0.794 3.085 1.534
C -0.81294 -1.01430 0.73330 2.274 2.249 -0.873
C 0.03013 -1.40792 -0.24449 0.415 -2.134 -0.761
C 0.96047 -0.73054 -1.20694 0.658 -0.295 -2.081
C 0.43114 0.19589 -2.08152 -0.818 -0.663 0.469
Cl 0.96307 1.02190 -3.58042 0.419 -1.015 1.370
H 0.53502 2.15202 1.36895 -0.894 -3.098 -1.589
H 1.15833 0.94025 0.21832 -2.070 -0.091 1.071
H -1.36948 -1.78025 1.19944 -0.782 -0.174 0.765
H 0.15031 -2.54971 -0.51092 -0.792 2.103 0.880
H 1.96742 -1.37264 -1.35289 -2.206 2.151 0.119
H -0.64608 0.50643 -1.98347 1.367 -0.438 0.399
```
Forces are in eV/Å.

Results
M in g/mol: 130.578
Relative energy (zero: lowest compared OMol25 entry of this formula, charge and spin) in eV: 3.610
Lowest unoccupied orbital energy in eV: 0.026
Charge: 0
Structure (SMILES): [H]/N=C(N)/C=C\C=C\Cl



4.
C4H6AlO2 | ωB97M-V/def2-TZVPD

Geometry as XYZ:
```
13
Properties=species:S:1:pos:R:3:forces:R:3
Al -2.86668 0.59894 4.19927 -0.416 -0.080 0.582
O -0.93739 -0.03428 1.99888 2.023 0.027 -3.328
C -0.36962 -0.15700 0.91137 -2.382 -1.605 3.046
O -0.44624 -1.27332 0.12589 -0.834 -1.015 1.077
C 0.29952 -1.17502 -1.00847 -0.543 5.009 0.720
C 0.48472 0.33565 -1.16729 1.969 -3.668 -2.076
C 0.46418 0.87044 0.23968 -0.598 1.632 0.673
H -0.21270 -1.58538 -1.87872 -0.448 -1.429 -0.901
H 1.26696 -1.65547 -0.86241 0.980 -1.219 -0.403
H -0.36639 0.82846 -1.63724 -1.348 0.751 -0.312
H 1.28926 0.55247 -1.86999 0.455 0.248 0.363
H -0.11841 1.77466 0.41597 0.567 0.565 0.278
H 1.51279 0.91984 0.53306 0.574 0.783 0.281
```
Forces are in eV/Å.

Results
M in g/mol: 113.072
Relative energy (zero: lowest compared OMol25 entry of this formula, charge and spin) in eV: 1.850
Lowest unoccupied orbital energy in eV: -20.529
Charge: +3



5.
C35H56ClN2O12P | ωB97M-V/def2-TZVPD

Geometry as XYZ:
```
107
Properties=species:S:1:pos:R:3:forces:R:3
C 1.24572 -1.70054 4.47204 0.382 0.471 0.234
C 1.72350 -0.88240 3.73225 -0.841 0.146 -0.649
C 1.96688 0.13482 2.67588 0.445 -0.390 0.479
C 1.90829 1.55965 3.21572 -0.158 -0.333 -0.065
C 0.67676 1.98352 3.73221 -0.080 0.296 0.343
Cl -0.72076 0.94526 3.70851 0.133 0.331 -0.110
C 0.55404 3.25476 4.28187 0.045 -0.044 0.247
C 1.67695 4.08829 4.31033 -0.153 -0.559 0.143
C 2.90006 3.69556 3.76611 0.494 0.177 0.439
N 4.01610 4.60777 3.82875 -0.728 0.439 -0.196
C 3.73961 5.85654 3.04560 0.906 0.071 -0.213
C 4.98333 6.37862 2.27106 -1.004 0.296 -0.122
C 3.04121 2.41376 3.19630 -0.841 0.497 -0.457
P 4.55378 1.68922 2.44239 1.002 -0.749 0.342
C 5.90302 2.93216 2.27799 -0.742 0.662 -0.319
C 4.14056 1.30025 0.65227 -0.567 0.321 0.823
C 1.26391 5.36482 5.01797 -0.354 -1.159 -0.856
O 1.91046 6.15668 5.61589 0.428 0.402 0.157
N -0.18617 5.41461 4.87583 -0.305 0.185 0.325
C -0.61275 4.01345 4.93225 1.690 -0.163 -0.796
O -1.61327 3.62833 5.42538 -0.559 -0.236 0.012
H 0.81825 -2.25721 5.26999 0.101 -0.278 -0.074
H 1.23528 0.02987 1.87088 -0.093 -0.155 0.090
H 2.93564 -0.10308 2.24672 -0.010 0.193 -0.005
H 4.06068 4.92547 4.79124 0.186 -0.158 0.094
H 3.41644 6.65249 3.71455 -0.169 -0.118 0.059
H 2.93421 5.68125 2.33285 -0.053 -0.163 0.080
H 5.13614 7.42542 2.53467 0.349 -0.097 0.096
H 4.74761 6.39241 1.20441 0.280 -0.186 -0.032
H 5.87467 5.78673 2.44515 0.061 0.127 0.130
H 6.54691 2.62073 1.45531 0.099 -0.271 0.172
H 6.46190 3.05297 3.20151 0.019 -0.208 0.010
H 5.50714 3.91279 2.02530 0.100 -0.135 -0.113
H 4.08008 0.21582 0.59144 0.147 0.017 -0.302
H 3.15718 1.69895 0.39674 0.120 0.070 -0.225
H 4.90445 1.68918 -0.01493 -0.006 0.019 -0.009
H -0.26545 5.57951 3.86643 -0.457 0.672 0.095
C -0.36851 -5.00943 -0.00202 -0.066 0.128 -0.096
C 0.28512 -3.87830 0.76389 -0.129 -0.314 0.038
O 0.29363 -2.65958 0.01032 0.358 0.181 0.029
C -0.74249 -1.80704 -0.02704 -0.358 -0.073 -0.069
C -2.07942 -2.23952 0.52773 0.040 0.038 0.508
O -0.60269 -0.73646 -0.55484 0.172 0.043 0.015
H -1.41712 -4.80023 -0.21378 -0.026 -0.043 0.083
H -0.31302 -5.93916 0.56428 0.007 -0.011 -0.022
H 0.12599 -5.15617 -0.96161 0.047 -0.064 0.038
H -0.16546 -3.71991 1.74493 -0.039 0.051 -0.031
H 1.33397 -4.11189 0.94022 0.040 0.141 -0.050
H -2.69759 -2.61860 -0.28472 0.025 -0.003 -0.025
H -2.56326 -1.36931 0.96602 -0.011 0.082 -0.198
H -2.01339 -2.99211 1.30964 -0.004 -0.111 -0.131
C 2.51525 -7.36024 -4.39708 -0.168 -0.124 0.127
C 2.23007 -6.78306 -3.02706 0.176 -0.099 -0.221
O 0.90876 -7.10005 -2.57228 -0.194 0.353 0.135
C 0.58479 -8.25209 -1.95925 0.111 -0.352 -0.128
C 1.57633 -9.39140 -1.95937 0.310 0.122 0.344
O -0.50782 -8.37301 -1.47711 -0.054 0.172 0.015
H 2.47390 -8.44960 -4.39113 0.070 -0.003 0.020
H 3.50037 -7.05931 -4.74268 0.032 -0.016 -0.012
H 1.77060 -7.01506 -5.11516 0.035 0.063 -0.003
H 2.97339 -7.08256 -2.28621 -0.030 -0.065 -0.001
H 2.25957 -5.69491 -3.07640 -0.129 0.006 0.083
H 1.34191 -10.06049 -2.78578 -0.005 0.003 -0.015
H 1.46906 -9.93359 -1.02276 -0.178 -0.071 -0.074
H 2.61542 -9.07949 -2.03283 -0.030 -0.009 -0.167
C -2.98266 3.57922 1.07586 -0.119 -0.175 -0.224
C -2.27627 4.65730 1.85897 -0.178 -0.059 0.178
O -2.25363 5.90971 1.17480 0.487 0.036 0.005
C -3.27545 6.79303 1.22686 -0.452 0.062 -0.033
C -4.59409 6.35426 1.81106 0.371 0.144 0.443
O -3.12019 7.87993 0.74252 0.162 -0.041 -0.012
H -4.03531 3.79928 0.89381 -0.001 0.106 0.186
H -2.92269 2.63863 1.62592 0.029 -0.035 -0.066
H -2.51360 3.45551 0.09892 0.090 -0.072 0.059
H -2.69570 4.77285 2.86101 -0.036 0.012 -0.027
H -1.22834 4.37269 1.98456 0.043 0.107 -0.093
H -5.24412 6.02978 1.00610 -0.050 -0.020 -0.028
H -5.04892 7.20788 2.30711 -0.059 0.068 -0.185
H -4.51582 5.56078 2.54866 -0.080 -0.101 -0.139
C -7.95669 0.88541 0.71684 0.083 0.091 -0.094
C -8.53418 1.74389 1.82330 -0.049 -0.202 -0.150
O -7.71728 2.88645 2.08983 0.044 0.005 0.326
C -7.79898 4.03384 1.39512 0.034 0.035 -0.290
C -8.60434 4.07646 0.11849 -0.429 0.030 0.149
O -7.17301 4.98628 1.77407 -0.112 -0.117 0.086
H -7.90818 1.42542 -0.22896 -0.079 -0.012 -0.011
H -8.56394 -0.00826 0.57097 0.000 -0.002 0.021
H -6.94012 0.58229 0.96804 -0.029 -0.037 0.058
H -9.56400 2.04405 1.62416 0.027 0.033 -0.054
H -8.54816 1.17991 2.75431 0.064 0.103 0.064
H -7.93443 3.91023 -0.72417 0.013 -0.004 -0.002
H -9.04516 5.06647 0.02886 0.180 0.064 -0.035
H -9.41767 3.35598 0.07827 0.111 -0.090 -0.062
C 2.18609 -4.49472 -9.57596 0.156 -0.014 -0.022
C 1.84665 -5.03313 -8.20166 -0.066 0.182 -0.173
O 2.79307 -6.01388 -7.76609 -0.202 -0.254 0.125
C 3.95565 -5.70608 -7.16664 0.271 0.171 -0.172
C 4.42809 -4.27191 -7.15092 -0.260 0.189 0.329
O 4.62291 -6.59264 -6.70705 -0.013 -0.026 -0.042
H 3.14786 -3.98155 -9.58171 -0.035 0.065 0.035
H 1.42107 -3.79370 -9.91025 -0.015 -0.013 0.009
H 2.25180 -5.31193 -10.29416 -0.073 -0.012 0.012
H 1.74144 -4.24183 -7.45781 0.066 0.010 -0.012
H 0.89197 -5.55508 -8.23893 0.058 -0.110 0.061
H 5.11236 -4.11998 -7.98431 0.008 -0.007 -0.011
H 4.96326 -4.10095 -6.21971 0.142 -0.111 -0.076
H 3.62877 -3.53655 -7.20347 0.026 -0.017 -0.152
```
Forces are in eV/Å.

Results
M in g/mol: 763.262
Lowest unoccupied orbital energy in eV: -0.461
Charge: 0
Structure (SMILES): C#CCc1c(Cl)c2c(c(NCC)c1P(C)C)C(=O)NC2=O.CCOC(C)=O.CCOC(C)=O.CCOC(C)=O.CCOC(C)=O.CCOC(C)=O